The following is a quantum chemistry calculation of a 5-piece molecular cluster, C27H49BO12S2 overall, from the Open Molecules 2025 dataset.

As for the SMILES: Cc1ccccc1CB(S)CCCS.CCOC(=O)OC.CCOC(=O)OC.CCOC(=O)OC.CCOC(=O)OC. The charge is 0. The frontier orbital gap comes out at 9.33 eV. The value obtained for the HOMO energy is -8.93 eV. The relative energy (zero: lowest compared OMol25 entry of this formula, charge and spin) comes out at 0.0 kcal/mol.

XYZ file:
```
91
Properties=species:S:1:pos:R:3:lowdin_charge:R:1
C 2.39 2.98 1.53 -0.037
C 1.14 2.59 0.75 -0.227
C 0.06 2.16 1.49 -0.047
C -1.13 1.81 0.84 -0.081
C -1.16 1.87 -0.53 -0.093
C -0.07 2.30 -1.24 -0.061
C 1.10 2.68 -0.64 -0.210
C 2.31 3.20 -1.40 -0.107
B 3.19 2.10 -2.13 -0.644
S 4.93 2.55 -2.60 0.775
C 2.67 0.65 -2.51 -0.172
C 1.67 0.84 -3.70 -0.260
C 2.37 0.70 -5.09 -0.514
S 2.13 2.22 -6.10 0.685
H 2.61 4.05 1.44 0.087
H 2.31 2.69 2.58 0.076
H 3.24 2.45 1.08 0.084
H 0.11 2.14 2.57 0.107
H -2.02 1.50 1.37 0.100
H -2.05 1.57 -1.07 0.107
H -0.20 2.34 -2.32 0.110
H 2.94 3.79 -0.73 0.085
H 1.94 3.92 -2.16 0.130
H 5.66 1.58 -2.01 -0.127
H 2.11 0.27 -1.64 0.102
H 3.53 0.02 -2.76 0.089
H 1.32 1.87 -3.64 0.036
H 0.83 0.16 -3.57 0.102
H 3.44 0.54 -4.94 0.063
H 1.89 -0.11 -5.64 0.058
H 1.17 2.92 -5.46 -0.156
C 8.14 4.47 -1.18 -0.062
C 8.34 3.29 -2.11 -0.238
O 9.71 3.16 -2.51 0.042
C 10.52 2.64 -1.59 -0.610
O 10.21 2.26 -0.49 0.122
O 11.76 2.61 -2.10 0.005
C 12.76 2.15 -1.18 -0.043
H 8.53 5.38 -1.63 0.084
H 7.08 4.61 -0.96 0.069
H 8.67 4.32 -0.24 0.075
H 7.77 3.45 -3.02 0.102
H 7.98 2.36 -1.66 0.105
H 12.49 1.19 -0.76 0.095
H 12.90 2.89 -0.39 0.098
H 13.68 2.05 -1.74 0.092
C 4.49 -5.33 -5.61 -0.066
C 3.01 -5.40 -5.92 -0.210
O 2.21 -5.31 -4.73 0.041
C 2.10 -4.09 -4.21 -0.607
O 2.58 -3.08 -4.64 0.116
O 1.36 -4.19 -3.10 0.011
C 1.23 -2.96 -2.39 -0.038
H 4.76 -6.09 -4.87 0.082
H 5.08 -5.48 -6.51 0.081
H 4.76 -4.36 -5.18 0.073
H 2.78 -6.36 -6.37 0.122
H 2.71 -4.63 -6.63 0.124
H 0.86 -2.16 -3.04 0.081
H 2.19 -2.68 -1.95 0.099
H 0.51 -3.11 -1.59 0.097
C -5.48 -2.37 5.53 -0.065
C -6.05 -1.26 4.69 -0.209
O -5.67 0.03 5.19 0.039
C -4.42 0.40 4.91 -0.608
O -3.61 -0.23 4.28 0.118
O -4.21 1.60 5.47 0.008
C -2.87 2.06 5.32 -0.042
H -5.74 -2.24 6.58 0.082
H -5.85 -3.34 5.19 0.080
H -4.39 -2.39 5.47 0.074
H -7.14 -1.29 4.74 0.119
H -5.78 -1.36 3.64 0.124
H -2.58 2.05 4.27 0.085
H -2.19 1.45 5.91 0.100
H -2.82 3.08 5.69 0.094
C -13.15 -1.72 5.44 -0.066
C -11.64 -1.58 5.53 -0.212
O -10.97 -2.71 4.94 0.035
C -10.94 -2.71 3.61 -0.612
O -11.40 -1.87 2.88 0.124
O -10.32 -3.83 3.22 0.003
C -10.30 -4.02 1.80 -0.042
H -13.47 -2.67 5.87 0.082
H -13.64 -0.90 5.98 0.080
H -13.48 -1.70 4.41 0.074
H -11.34 -1.58 6.58 0.122
H -11.29 -0.65 5.09 0.124
H -9.88 -3.15 1.29 0.095
H -11.30 -4.23 1.43 0.099
H -9.66 -4.87 1.60 0.092
```